12
Properties=species:S:1:pos:R:3:forces:R:3:lowdin_charge:R:1 method="wB97M-V/def2-TZVPD" e_tot_ev=-26923.0125 homo_ev=-9.2 smiles=O[C@H]1[C@@H](S)[C@H]1S charge=0 e_above_lowest_ev=3.430 orbital_gap_ev=9.64
S 0.320 2.248 0.684 -0.5 -2.2 2.3 0.71
S -1.978 -0.658 -0.479 -0.1 3.8 -0.8 0.72
O 0.853 -0.182 -1.399 -3.2 -1.7 -2.9 -0.12
C -0.560 -0.625 0.655 -3.4 -2.6 -2.8 -0.66
C 0.693 -0.689 -0.135 3.0 -0.5 2.3 -0.44
C 0.420 0.318 1.017 0.0 4.1 -3.3 -0.45
H 0.555 2.223 -0.573 0.4 -0.3 -1.9 -0.22
H 1.456 -1.477 0.235 -1.2 1.2 -1.1 0.17
H -0.866 -1.487 1.210 0.7 -0.2 1.1 0.08
H 0.888 0.176 1.897 1.6 -0.4 2.8 0.05
H 0.072 -0.598 -2.114 3.0 1.5 3.3 0.19
H -1.855 0.753 -0.998 -0.3 -2.7 1.0 -0.03

=====

13
Properties=species:S:1:pos:R:3:forces:R:3:lowdin_charge:R:1 method="wB97M-V/def2-TZVPD" e_tot_ev=-7335.4246 homo_ev=-10.2 smiles=C[C@@H](O)CO charge=0 e_above_lowest_ev=0.626 orbital_gap_ev=10.97
O -0.319 -0.367 -1.592 0.2 -0.1 -0.1 -0.03
O 2.033 -0.356 -0.257 0.3 0.0 0.1 -0.06
C 0.916 0.258 0.359 -0.2 0.2 0.1 -0.24
C -1.583 0.236 0.331 0.0 0.0 0.0 -0.05
C -0.322 -0.429 -0.181 0.0 0.0 0.4 -0.46
H -0.286 -1.480 0.153 0.0 0.1 -0.1 0.15
H 0.976 0.147 1.449 -0.1 0.0 0.0 0.13
H -1.605 1.285 0.017 0.0 -0.1 0.0 0.09
H -1.621 0.193 1.425 0.0 0.0 -0.2 0.08
H 2.809 0.046 0.140 0.2 -0.1 -0.2 0.09
H 0.579 -0.612 -1.863 -0.2 0.0 -0.1 0.09
H 0.885 1.330 0.110 -0.1 -0.1 0.0 0.13
H -2.466 -0.264 -0.073 0.1 0.1 0.1 0.08

=====

9
Properties=species:S:1:pos:R:3:forces:R:3:lowdin_charge:R:1 method="wB97M-V/def2-TZVPD" e_tot_ev=-26865.6083 homo_ev=-8.1 charge=0 e_above_lowest_ev=1.538 orbital_gap_ev=8.55
S 2.290 0.872 0.198 -2.6 1.3 -1.2 0.30
S 2.077 -0.941 -0.538 0.4 -0.7 0.0 -0.07
O -1.136 -1.105 0.786 -1.1 1.2 -1.3 0.03
O -0.637 0.862 -0.242 -2.0 -2.5 -0.2 -0.06
C -1.270 -0.190 -0.253 2.3 1.4 1.8 -0.33
H -1.939 -0.510 -1.047 -0.2 0.0 -0.2 0.14
H -1.970 -1.613 0.803 0.6 -0.1 0.0 0.11
H 1.406 1.591 -0.742 1.7 -0.5 1.3 -0.03
H 1.178 1.035 1.035 1.0 -0.2 -0.2 -0.08

=====

87
Properties=species:S:1:pos:R:3:forces:R:3:mulliken_spin:R:1 method="wB97M-V/def2-TZVPD" e_tot_ev=-96609.1333 homo_ev="-7.6 / -8.3" charge=0 e_above_lowest_ev=1.553 orbital_gap_ev="7.25 / 6.72" spin_multiplicity=5
Te 1.897 0.583 -0.683 0.3 -0.7 -0.7 0.62
Rh -0.973 1.218 1.717 -1.5 -0.1 -0.7 2.13
S -3.527 0.469 0.670 -0.8 0.7 0.2 0.00
S -1.174 1.360 4.183 0.2 -0.2 -0.1 0.12
Si 1.520 -2.690 -1.668 0.1 -0.5 -0.3 0.02
Si 4.899 1.454 -1.430 0.6 0.0 -0.1 0.06
O 1.336 -0.892 1.952 -0.1 0.0 0.0 0.02
O -2.714 -0.328 1.614 0.3 -0.1 -0.1 0.07
O -0.364 1.490 -2.281 -0.2 -0.1 0.2 0.04
O -4.854 0.734 1.177 -0.1 0.0 -0.1 0.01
O -0.767 0.320 -0.421 0.5 0.2 0.3 0.16
O 1.687 2.137 1.533 0.0 0.6 0.3 0.10
N 0.954 4.551 -0.914 -0.1 0.0 0.0 0.05
N -2.109 4.649 2.340 0.0 0.0 0.0 0.03
N -3.892 1.047 4.305 0.1 -0.2 -0.2 0.01
N -2.802 -0.798 4.506 -0.2 0.2 -0.1 0.01
N 0.538 2.519 1.854 1.0 0.4 0.0 0.10
N -2.745 1.855 0.408 -0.1 -0.9 0.5 0.24
C -2.982 -1.620 -1.004 0.0 0.0 0.0 0.00
C -4.140 -1.125 4.558 0.0 0.0 0.0 0.00
C -2.657 0.525 4.305 -0.1 -0.1 0.5 0.00
C -1.215 4.128 1.836 0.0 0.3 0.1 0.03
C -1.027 1.260 -1.271 -0.1 0.2 -0.2 -0.01
C -3.714 -0.458 -0.834 0.2 0.1 0.2 0.01
C -3.035 -2.285 -2.216 -0.1 0.0 0.0 0.00
C 6.726 0.959 -1.448 -0.3 0.2 0.0 0.01
C -3.787 -1.779 -3.275 0.0 0.0 0.0 0.00
C -4.519 0.032 -1.851 -0.1 0.0 0.1 0.00
C -3.768 -2.463 -4.614 0.0 0.1 0.1 0.00
C -4.818 0.033 4.431 -0.1 -0.1 0.0 0.00
C 2.542 -0.034 3.930 0.0 -0.1 -0.3 0.00
C 3.155 -3.416 -1.049 -0.2 0.2 -0.1 0.00
C -2.246 2.127 -0.923 0.4 -0.3 -0.1 -0.02
C 4.656 3.137 -0.631 0.0 -0.3 -0.1 0.00
C 4.300 1.474 -3.222 -0.1 -0.1 0.4 0.04
C 0.186 -2.996 -0.371 0.2 0.2 -0.1 -0.01
C -4.539 -0.625 -3.071 0.0 0.0 0.0 0.00
C 2.062 -1.236 3.134 -0.1 0.1 0.1 0.00
C -4.224 2.449 4.108 -0.1 0.1 0.0 -0.01
C 1.782 -0.889 -2.223 -0.2 -0.1 0.5 0.08
C -0.067 3.552 1.222 -0.1 -0.4 0.0 0.10
C 0.472 4.109 0.033 0.4 0.2 -0.1 -0.02
C 1.022 -3.590 -3.260 0.2 0.1 0.2 0.00
C 3.969 0.176 -0.363 -0.1 0.4 -0.2 0.02
H -2.762 -2.425 -5.035 0.0 0.0 0.0 0.00
H -1.955 3.174 -1.004 0.0 0.0 0.1 0.00
H 4.203 0.343 0.690 0.0 0.0 0.0 0.00
H 3.598 3.407 -0.613 0.0 0.1 0.0 0.00
H -4.447 -1.973 -5.310 0.0 0.0 0.0 0.00
H 4.822 2.254 -3.778 0.0 0.0 0.0 0.00
H 5.014 3.132 0.401 0.0 0.0 0.0 0.00
H -2.987 1.939 -1.700 0.0 0.1 -0.1 0.00
H 3.396 -3.044 -0.050 0.0 0.0 0.0 0.00
H 5.191 3.921 -1.169 0.0 0.0 0.0 0.00
H 2.703 -0.817 -2.803 0.0 0.0 0.0 0.01
H 1.695 0.555 4.280 0.0 0.0 0.1 0.00
H 1.444 -1.887 3.765 0.1 0.0 0.0 0.00
H -4.483 -2.136 4.672 0.0 0.0 0.0 0.00
H 7.293 1.645 -2.082 0.0 0.0 0.0 0.00
H -5.141 -0.230 -3.880 0.0 0.0 0.0 0.00
H 0.944 -0.569 -2.843 0.0 0.1 0.0 0.00
H 3.078 -4.503 -0.988 0.0 0.0 0.0 0.00
H -2.372 -1.977 -0.187 0.0 0.0 0.0 0.00
H -0.615 -3.619 -0.775 0.0 0.0 0.0 0.00
H 0.144 -3.122 -3.712 0.0 0.0 0.0 0.00
H 3.126 -0.362 4.791 0.0 0.0 0.0 0.00
H -3.309 3.025 4.006 0.0 0.0 0.0 0.00
H 7.161 0.993 -0.448 0.0 0.0 0.0 0.00
H -4.794 2.805 4.965 0.0 0.0 0.0 0.00
H -5.134 0.908 -1.686 0.1 0.0 0.0 0.00
H -2.030 -1.439 4.510 0.1 0.0 0.0 0.00
H -4.055 -3.511 -4.526 0.0 0.0 0.0 0.00
H -2.474 -3.203 -2.348 0.0 0.0 0.0 0.00
H 4.201 -0.853 -0.629 -0.1 0.0 0.0 -0.01
H 0.603 -3.502 0.500 0.0 0.0 0.0 0.00
H -0.245 -2.058 -0.028 0.0 0.1 0.1 0.02
H -4.807 2.550 3.197 0.0 0.0 -0.1 0.00
H 0.560 -0.332 2.169 0.6 -0.5 0.1 -0.01
H 4.497 0.525 -3.726 0.0 0.0 0.0 0.00
H 3.994 -3.182 -1.709 0.0 0.0 0.0 0.00
H 6.865 -0.049 -1.843 0.0 0.0 0.0 0.00
H 0.783 -4.638 -3.065 0.0 0.0 0.0 0.00
H 3.229 1.682 -3.286 0.0 0.0 -0.1 -0.01
H 3.158 0.607 3.301 0.0 0.0 0.0 0.00
H 2.914 -1.817 2.779 -0.1 -0.1 0.0 0.00
H 1.826 -3.563 -3.999 0.0 0.0 0.0 0.00
H -5.875 0.224 4.397 0.0 0.0 0.0 0.00